Record 1
Computed, not measured: the molecule C8H16N2O3S2 in a non-equilibrium geometry, with ωB97M-V with the def2-TZVPD basis set.

Element x y z (Å)
C 5.309 -0.500 -0.482
S 3.686 -0.908 0.062
C 3.016 0.748 0.465
C 1.393 0.783 0.732
C 0.461 -0.176 -0.109
N 0.557 -0.086 -1.602
C -0.781 -0.306 0.683
O -0.887 -0.315 1.943
N -1.776 -0.619 -0.068
C -3.006 -0.282 0.323
C -3.656 0.991 -0.136
S -2.571 2.463 -0.257
C -4.011 -1.558 -0.003
O -5.091 -1.391 -0.497
O -3.351 -2.769 0.028
H 5.282 0.134 -1.429
H 5.526 -0.051 0.515
H 5.998 -1.420 -0.459
H 3.520 1.215 1.415
H 3.366 1.339 -0.577
H 1.191 0.716 1.860
H 0.962 1.798 0.278
H 0.931 -1.235 -0.148
H 1.546 -0.521 -1.825
H 0.557 0.861 -1.773
H -1.402 -0.545 -1.062
H -3.153 -0.343 1.507
H -4.008 0.723 -1.242
H -4.709 1.057 0.383
H -2.534 2.708 1.162
H -2.361 -2.511 0.311

* lowest unoccupied orbital energy: 0.42 eV
* max |F|: 0.1569 hartree/bohr
* molar mass: 252.4 g mol⁻¹
* HOMO-LUMO gap: 9.3 eV
* SMILES: CSCC[C@H](N)C(=O)N[C@@H](CS)C(=O)O
* relative energy (zero: lowest compared OMol25 entry of this formula, charge and spin): 100.0 kcal per mole
* HOMO energy: -8.870 eV

Record 2
Computed, not measured: the molecule C8H16N2O4 in a non-equilibrium geometry, with ωB97M-V with the def2-TZVPD basis set.

Element x y z (Å)
O -0.321 -0.920 -1.667
C -1.012 -1.220 -0.710
C -2.595 -0.807 -0.578
C -2.492 0.786 -0.715
C -2.106 1.676 0.689
C -0.681 1.489 1.172
C 0.242 1.647 -0.123
C 1.728 1.558 0.099
C 1.984 0.165 0.479
O 2.159 -0.373 1.670
N 2.403 -0.612 -0.668
O 1.915 0.180 -1.823
N -0.346 -1.925 0.397
O -0.719 -1.897 1.771
H -3.034 -1.424 -1.389
H -3.370 -1.340 0.303
H -1.656 1.353 -1.513
H -3.339 1.301 -0.965
H -2.891 1.615 1.498
H -2.145 2.645 0.112
H 0.229 2.303 1.656
H -0.627 0.407 1.494
H -0.173 0.986 -0.967
H -0.186 2.796 -0.436
H 2.448 2.090 -0.683
H 1.662 2.055 1.137
H 2.740 -1.607 -0.745
H 0.921 -0.158 -1.649
H 0.729 -1.844 0.371
H -0.382 -1.109 2.199

* lowest unoccupied orbital energy: 0.58 eV
* max |F|: 0.1551 hartree/bohr
* molar mass: 204.2 g mol⁻¹
* HOMO-LUMO gap: 10.3 eV
* SMILES: O=C(CCCCCCC(=O)NO)NO
* relative energy (zero: lowest compared OMol25 entry of this formula, charge and spin): 251.1 kcal per mole
* HOMO energy: -9.732 eV

Record 3
Computed, not measured: the ion C8H16N3 with charge +1 in a non-equilibrium geometry, with ωB97M-V with the def2-TZVPD basis set.

Element x y z (Å)
C 2.042 -0.270 1.228
C 1.392 0.216 -0.023
N 1.598 -0.757 -1.085
C 2.012 -0.209 -2.389
C 0.607 -1.765 -1.132
N -0.042 0.684 0.170
C -0.937 1.118 -0.771
C -2.153 1.157 -0.158
N -1.993 0.821 1.112
C -3.105 0.496 2.025
C -0.713 0.552 1.343
H 1.479 -1.154 1.667
H 2.067 0.373 2.058
H 3.111 -0.554 1.000
H 1.900 1.282 -0.410
H 1.235 0.192 -3.074
H 2.742 0.697 -2.198
H 2.419 -1.002 -2.832
H 0.568 -2.187 -0.111
H -0.449 -1.268 -1.255
H 0.683 -2.586 -1.757
H -0.727 1.268 -1.805
H -3.137 1.145 -0.548
H -3.371 -0.536 2.046
H -2.960 0.854 3.069
H -4.038 1.028 1.550
H -0.231 0.406 2.284

* lowest unoccupied orbital energy: -3.04 eV
* charge: +1
* max |F|: 0.0984 hartree/bohr
* molar mass: 154.2 g mol⁻¹
* HOMO-LUMO gap: 9.3 eV
* SMILES: C[C@@H](N(C)C)[n+]1ccn(C)c1
* relative energy (zero: lowest compared OMol25 entry of this formula, charge and spin): 36.4 kcal per mole
* HOMO energy: -12.356 eV

Record 4
Computed, not measured: the ion C8H16N3S with charge +1 in a non-equilibrium geometry, with ωB97M-V with the def2-TZVPD basis set.

Element x y z (Å)
C 1.858 0.276 -0.574
C -0.493 -0.266 0.001
C -0.200 -2.864 -0.335
C -0.842 2.275 0.240
C -2.725 0.575 -0.476
C 3.919 0.360 0.594
C -1.096 -1.612 0.056
C -1.518 0.817 0.362
N 1.016 0.385 -1.639
N -0.126 0.137 -1.401
N 3.137 0.513 -0.658
S 1.072 -0.291 0.881
H 0.623 -2.425 -0.987
H -0.957 -3.623 -0.641
H 0.335 -3.247 0.531
H -1.578 3.036 0.196
H -0.247 2.425 -0.578
H -0.189 2.426 1.069
H -2.341 0.292 -1.421
H -3.448 1.364 -0.564
H -3.334 -0.218 -0.098
H 3.783 -0.581 0.963
H 3.528 1.098 1.275
H 4.891 0.640 0.409
H -1.550 -1.836 1.051
H -1.918 -1.636 -0.643
H -1.805 0.639 1.393
H 3.675 0.705 -1.483

* lowest unoccupied orbital energy: -5.34 eV
* charge: +1
* max |F|: 0.0680 hartree/bohr
* molar mass: 186.3 g mol⁻¹
* HOMO-LUMO gap: 8.6 eV
* relative energy (zero: lowest compared OMol25 entry of this formula, charge and spin): 26.4 kcal per mole
* HOMO energy: -13.961 eV

Record 5
Computed, not measured: the ion C8H16N6 with charge +2 in a non-equilibrium geometry, with ωB97M-V with the def2-TZVPD basis set.

Element x y z (Å)
C -1.708 0.688 -2.088
C -2.138 0.375 -0.662
C -3.297 1.334 -0.236
N -1.009 0.540 0.191
C -0.279 1.555 0.528
N 0.779 1.296 1.294
C 0.827 -0.088 1.620
C 2.226 -0.731 1.370
N 3.164 -0.373 2.224
N 2.381 -1.434 0.233
C 1.352 -1.671 -0.642
N 1.635 -2.132 -1.925
N 0.135 -1.526 -0.276
C -0.326 -0.741 0.772
H -1.276 -0.289 -2.575
H -2.552 1.100 -2.722
H -0.970 1.417 -2.121
H -2.458 -0.572 -0.637
H -3.293 1.356 0.912
H -4.321 1.030 -0.552
H -3.069 2.426 -0.628
H -0.583 2.637 0.047
H 1.423 2.019 1.545
H 0.563 -0.194 2.661
H 3.073 0.413 2.898
H 4.083 -0.764 2.227
H 3.298 -1.898 0.057
H 0.971 -1.785 -2.583
H 2.402 -2.651 -2.169
H -1.030 -1.337 1.236

* lowest unoccupied orbital energy: -8.11 eV
* charge: +2
* max |F|: 0.1039 hartree/bohr
* molar mass: 196.3 g mol⁻¹
* HOMO-LUMO gap: 8.9 eV
* SMILES: CC(C)[N+]1=CN[C@@H]2C(=[NH2+])NC(N)=N[C@@H]21
* relative energy (zero: lowest compared OMol25 entry of this formula, charge and spin): 0.0 kcal per mole
* HOMO energy: -17.031 eV

Record 6
Computed, not measured: a structure of composition C8H16N9O3Rh in a non-equilibrium geometry, with ωB97M-V with the def2-TZVPD basis set.

Element x y z (Å)
Rh -0.218 -0.025 0.700
N -1.076 0.192 2.550
C -2.184 -0.720 2.972
C -1.879 -2.148 2.580
C -2.095 -2.307 1.093
O -2.954 -2.967 0.595
O -1.227 -1.618 0.307
H -0.280 0.076 3.179
H -1.390 1.153 2.686
H -3.090 -0.368 2.480
H -2.318 -0.615 4.048
H -2.543 -2.832 3.104
H -0.851 -2.402 2.858
N -3.481 3.905 0.048
N -2.578 2.970 -0.257
N -2.075 2.876 -1.470
C -1.227 1.869 -1.341
N -1.256 1.402 -0.094
N -2.130 2.125 0.609
H -3.828 4.437 -0.733
H -3.951 3.815 0.932
H -0.626 1.476 -2.141
C 4.271 -1.116 -2.659
N 3.210 -0.611 -1.792
C 3.414 0.470 -0.826
C 2.068 0.487 -0.164
O 1.572 1.214 0.728
N 1.278 -0.465 -0.695
C 1.986 -1.113 -1.665
N 1.473 -2.120 -2.339
H 4.926 -0.290 -2.924
H 3.846 -1.505 -3.582
H 4.850 -1.892 -2.158
H 3.621 1.422 -1.321
H 4.223 0.257 -0.124
H 0.526 -2.410 -2.143
H 1.993 -2.622 -3.041

* lowest unoccupied orbital energy: -8.21 eV
* charge: +2
* max |F|: 0.0348 hartree/bohr
* molar mass: 389.2 g mol⁻¹
* HOMO-LUMO gap: 7.5 eV
* relative energy (zero: lowest compared OMol25 entry of this formula, charge and spin): 16.1 kcal per mole
* HOMO energy: -15.715 eV

Record 7
Computed, not measured: the ion C8H16NO with charge +1 in a non-equilibrium geometry, with ωB97M-V with the def2-TZVPD basis set.

Element x y z (Å)
C -1.533 -2.901 -0.378
C -0.697 -2.259 0.724
C -0.471 -0.963 0.878
C 0.563 -0.563 1.894
C -1.142 0.172 0.151
N -0.113 1.122 -0.326
C -0.191 2.432 0.232
C 0.836 0.832 -1.184
C 1.919 1.816 -1.464
O 0.954 -0.343 -1.728
H -1.878 -3.825 -0.059
H -0.924 -3.088 -1.285
H -2.304 -2.181 -0.764
H -0.293 -2.969 1.446
H 0.462 0.460 2.205
H 1.508 -0.655 1.403
H 0.584 -1.087 2.852
H -1.495 -0.330 -0.695
H -1.684 0.807 0.884
H -1.126 2.499 0.784
H 0.615 2.658 0.959
H -0.170 3.142 -0.564
H 2.818 1.237 -1.590
H 1.579 2.592 -2.250
H 2.004 2.297 -0.518
H 0.181 -0.905 -1.607

* lowest unoccupied orbital energy: -3.28 eV
* charge: +1
* max |F|: 0.0638 hartree/bohr
* molar mass: 142.2 g mol⁻¹
* HOMO-LUMO gap: 9.8 eV
* SMILES: C/C=C(/C)C/[N+](C)=C(/C)O
* relative energy (zero: lowest compared OMol25 entry of this formula, charge and spin): 36.8 kcal per mole
* HOMO energy: -13.095 eV

Record 8
Computed, not measured: the molecule C8H16NO3P in a non-equilibrium geometry, with ωB97M-V with the def2-TZVPD basis set.

Element x y z (Å)
H -2.373 -1.503 -1.436
N -2.630 -0.559 -1.784
C -2.220 0.497 -1.336
C -2.628 1.904 -1.728
C -1.719 2.450 -0.488
C -1.340 1.003 -0.084
P 0.407 0.576 -0.517
O 1.024 1.495 -1.435
O 1.213 0.400 0.882
C 1.112 -0.406 2.030
C 0.553 0.450 3.162
O 0.232 -1.006 -0.961
C 0.836 -1.530 -2.158
C 1.356 -2.986 -1.986
H -1.970 2.100 -2.598
H -3.656 2.278 -1.655
H -1.062 3.338 -0.778
H -2.307 2.812 0.286
H -1.866 0.917 0.828
H 0.431 -1.282 2.057
H 2.105 -0.876 2.251
H -0.463 0.601 2.904
H 0.648 -0.057 4.103
H 1.100 1.352 3.301
H 0.117 -1.502 -2.957
H 1.726 -0.858 -2.275
H 2.259 -2.974 -1.337
H 0.626 -3.761 -1.522
H 1.772 -3.235 -2.903

* lowest unoccupied orbital energy: 0.83 eV
* max |F|: 0.0986 hartree/bohr
* molar mass: 205.2 g mol⁻¹
* HOMO-LUMO gap: 10.0 eV
* SMILES: [H]/N=C1/CC[C@@H]1P(=O)(OCC)OCC
* relative energy (zero: lowest compared OMol25 entry of this formula, charge and spin): 29.8 kcal per mole
* HOMO energy: -9.157 eV

Record 9
Computed, not measured: the molecule C8H16NOPS in a non-equilibrium geometry, with ωB97M-V with the def2-TZVPD basis set.

Element x y z (Å)
C -3.736 -0.694 0.465
P -2.268 0.391 0.160
C -2.622 1.389 -1.306
O -1.889 1.230 1.325
C -0.605 -1.006 -0.111
S -1.213 -2.580 -0.096
N 0.567 -0.523 -0.387
C 0.881 0.886 -0.255
C 1.773 1.137 0.902
C 3.126 0.326 0.699
C 2.670 -1.173 0.587
C 1.723 -1.318 -0.616
H -4.043 -1.426 -0.278
H -3.347 -1.175 1.352
H -4.568 -0.167 0.792
H -1.979 1.097 -2.305
H -3.708 1.308 -1.497
H -2.415 2.472 -1.140
H -0.057 1.288 -0.166
H 1.389 1.220 -1.241
H 1.514 0.733 1.913
H 1.970 2.188 0.742
H 3.660 0.463 -0.305
H 3.855 0.428 1.467
H 3.624 -1.672 0.281
H 2.188 -1.607 1.421
H 2.200 -0.903 -1.553
H 1.312 -2.312 -0.850

* lowest unoccupied orbital energy: 0.65 eV
* max |F|: 0.0871 hartree/bohr
* molar mass: 205.3 g mol⁻¹
* HOMO-LUMO gap: 8.4 eV
* SMILES: CP(C)(=O)C(=S)N1CCCCC1
* relative energy (zero: lowest compared OMol25 entry of this formula, charge and spin): 0.0 kcal per mole
* HOMO energy: -7.799 eV

Record 10
Computed, not measured: the molecule C8H16O2SSi in a non-equilibrium geometry, with ωB97M-V with the def2-TZVPD basis set.

Element x y z (Å)
C -0.705 -2.403 0.229
C -1.517 -1.170 0.138
C -0.996 0.047 0.125
Si 0.799 0.609 0.218
C 1.732 0.124 -1.437
C 1.797 -0.185 1.610
C 0.721 2.510 0.197
C -2.159 1.268 -0.233
S -3.686 0.317 -0.071
O -4.198 0.811 1.207
O -4.594 0.462 -1.171
C -2.944 -1.347 -0.119
H -1.084 -3.214 -0.454
H -0.766 -3.021 1.171
H 0.342 -2.224 -0.056
H 2.089 -0.892 -1.275
H 1.037 0.139 -2.297
H 2.679 0.562 -1.723
H 2.040 0.478 2.522
H 1.108 -0.958 1.981
H 2.641 -0.668 1.165
H 0.531 3.094 -0.724
H -0.052 2.989 0.922
H 1.694 3.021 0.523
H -2.093 1.996 0.604
H -1.891 1.549 -1.325
H -3.254 -1.561 -1.120
H -3.408 -1.967 0.800

* lowest unoccupied orbital energy: 0.56 eV
* max |F|: 0.0791 hartree/bohr
* molar mass: 204.4 g mol⁻¹
* HOMO-LUMO gap: 10.5 eV
* SMILES: CC1=C([Si](C)(C)C)CS(=O)(=O)C1
* relative energy (zero: lowest compared OMol25 entry of this formula, charge and spin): 41.3 kcal per mole
* HOMO energy: -9.930 eV

Record 11
Computed, not measured: a cluster of 3 separate species, C8H16O4P in total in a non-equilibrium geometry, with ωB97M-V with the def2-TZVPD basis set.

Element x y z (Å)
C 0.404 2.755 -0.685
C 1.777 0.553 -1.857
C -1.344 1.518 2.293
C 1.556 -2.998 -0.217
C 1.255 -0.489 0.683
C 1.658 -0.946 -1.570
C -2.134 1.629 0.955
C 1.496 -1.510 -0.397
O -1.589 -0.068 -1.273
O 0.187 3.099 -1.735
O -3.626 -1.513 -0.430
O -2.999 0.581 0.880
P -2.414 -0.663 -0.203
H 2.217 0.673 -2.901
H 2.275 1.149 -1.027
H 0.769 0.947 -1.731
H -0.372 2.052 2.276
H -1.852 2.015 3.108
H -1.248 0.481 2.413
H 0.667 -3.082 0.395
H 2.543 -3.462 0.185
H 1.432 -3.458 -1.264
H 1.472 -0.884 1.657
H 1.809 0.459 0.457
H 0.177 -0.029 0.521
H 1.666 -1.645 -2.437
H -1.633 -1.332 0.761
H -1.380 1.633 0.227
H -2.769 2.536 0.917

* lowest unoccupied orbital energy: 3.39 eV
* charge: -1
* max |F|: 0.0650 hartree/bohr
* molar mass: 207.2 g mol⁻¹
* HOMO-LUMO gap: 8.8 eV
* relative energy (zero: lowest compared OMol25 entry of this formula, charge and spin): 4.3 kcal per mole
* HOMO energy: -5.427 eV

Record 12
Computed, not measured: a cluster of 2 separate species, C8H16OSi in total in a non-equilibrium geometry, with ωB97M-V with the def2-TZVPD basis set.

Element x y z (Å)
C 0.179 1.966 -0.442
Si 1.443 0.755 0.297
C 3.153 0.723 -0.390
C 1.224 0.853 2.161
C 0.681 -0.970 -0.059
C 0.191 -2.073 0.346
C 0.437 -2.012 -1.128
H -0.629 2.037 0.188
H 0.616 3.022 -0.637
H -0.053 1.640 -1.421
H 3.775 0.339 0.393
H 3.357 0.050 -1.308
H 3.506 1.719 -0.709
H 0.481 0.212 2.443
H 2.153 0.519 2.673
H 0.951 1.803 2.580
H -0.135 -2.681 1.213
H 1.328 -2.583 -1.642
H -0.288 -2.038 -1.841
C -3.093 -0.668 -0.984
C -3.381 -0.201 0.420
O -2.820 0.681 0.955
H -3.722 -0.067 -1.684
H -3.169 -1.670 -1.044
H -2.153 -0.421 -1.403
H -4.035 -0.934 1.022

* lowest unoccupied orbital energy: 0.93 eV
* max |F|: 0.0857 hartree/bohr
* molar mass: 156.3 g mol⁻¹
* HOMO-LUMO gap: 10.0 eV
* SMILES: C[Si](C)(C)C1=CC1.CC=O
* relative energy (zero: lowest compared OMol25 entry of this formula, charge and spin): 74.8 kcal per mole
* HOMO energy: -9.114 eV

| no. | E_tot (eV) |
| --- | --- |
| 1 | -39345.24097 |
| 2 | -19715.89207 |
| 3 | -13017.84822 |
| 4 | -23852.22750 |
| 5 | -17479.24253 |
| 6 | -31100.74768 |
| 7 | -12085.29183 |
| 8 | -25476.18578 |
| 9 | -32216.15143 |
| 10 | -31361.62250 |
| 11 | -26035.52381 |
| 12 | -18477.40437 |